(1)
{"formula": "C32H50BN7OSSn", "method": "ωB97M-V with the def2-TZVPD basis set", "species": ["Sn", "C", "C", "C", "C", "C", "C", "C", "C", "C", "N", "N", "B", "N", "N", "C", "C", "C", "C", "C", "C", "C", "C", "C", "N", "N", "C", "C", "C", "C", "C", "C", "C", "C", "C", "H", "H", "H", "H", "H", "H", "H", "H", "H", "H", "H", "H", "H", "H", "H", "H", "H", "H", "H", "H", "H", "H", "H", "H", "H", "H", "H", "H", "H", "H", "H", "H", "H", "H", "H", "H", "H", "H", "H", "H", "H", "H", "H", "H", "H", "H", "O", "N", "C", "C", "C", "C", "C", "S", "H", "H", "H", "H"], "xyz": [[1.651, -1.082, 1.072], [-0.422, -5.367, 1.512], [-0.177, -3.931, 1.681], [-0.654, -3.348, 2.992], [-0.555, -3.120, 0.516], [-0.995, -3.479, -0.734], [-1.112, -2.307, -1.474], [-1.460, -2.180, -2.951], [-0.412, -1.425, -3.636], [-2.776, -1.442, -3.131], [-0.847, -1.270, -0.597], [-0.473, -1.797, 0.555], [-1.176, 0.385, -0.479], [0.194, 1.112, -0.887], [1.106, 0.950, 0.130], [1.987, 2.013, -0.025], [1.590, 2.784, -1.199], [0.498, 2.140, -1.715], [-0.418, 2.765, -2.763], [-1.838, 3.135, -2.138], [-0.583, 1.853, -3.947], [2.959, 2.535, 0.968], [4.297, 2.689, 0.404], [2.972, 1.698, 2.301], [-1.680, 0.766, 0.889], [-1.138, 1.846, 1.452], [-1.799, 2.105, 2.585], [-2.840, 1.046, 2.660], [-2.705, 0.229, 1.528], [-3.511, -0.858, 0.984], [-4.627, -0.312, 0.208], [-4.060, -1.803, 2.149], [-1.561, 3.096, 3.685], [-0.635, 4.190, 3.130], [-0.995, 2.259, 4.853], [-0.109, -6.064, 2.328], [0.556, -5.688, 0.702], [-1.826, -5.283, 1.412], [1.800, -3.926, 1.668], [-2.586, -4.404, 1.847], [-0.702, -2.114, 2.869], [-0.956, -4.090, 3.869], [-0.766, -4.373, -1.131], [-1.286, -3.343, -3.421], [0.331, -0.860, -3.246], [-0.512, -1.178, -4.595], [0.722, -2.238, -3.976], [-2.853, -0.645, -2.442], [-3.729, -2.072, -3.037], [-2.874, -1.259, -4.429], [-1.801, 0.748, -1.379], [2.066, 3.750, -1.509], [0.141, 3.608, -2.895], [-2.418, 2.498, -1.996], [-2.152, 3.836, -2.835], [-1.580, 3.786, -1.276], [-1.059, 1.070, -3.702], [0.279, 1.416, -4.422], [-0.907, 2.507, -4.777], [2.232, 3.619, 1.332], [4.663, 1.836, -0.125], [5.026, 2.854, 1.119], [4.208, 3.592, -0.241], [3.353, 0.713, 2.051], [2.063, 1.458, 2.886], [3.754, 2.315, 2.908], [-3.615, 1.144, 3.556], [-2.722, -1.647, 0.457], [-5.222, 0.367, 0.845], [-5.454, -1.117, -0.223], [-4.357, 0.100, -0.797], [-4.243, -1.233, 3.022], [-3.335, -2.781, 2.378], [-4.829, -2.315, 1.625], [-2.666, 3.525, 3.870], [-0.148, 3.806, 2.242], [-0.108, 4.417, 4.082], [-0.958, 5.076, 2.901], [-0.289, 1.337, 4.500], [-1.660, 1.599, 5.619], [-0.506, 2.894, 5.722], [3.977, -0.625, 0.404], [4.518, -1.055, -0.794], [5.712, -0.541, -1.025], [6.331, -0.632, -2.265], [5.546, -1.347, -3.216], [4.289, -1.677, -2.987], [3.753, -1.703, -1.700], [2.042, -2.063, -1.384], [6.298, -0.253, -0.191], [7.318, -0.216, -2.531], [5.814, -1.036, -4.324], [3.630, -1.968, -3.918]], "forces_ev_per_angstrom": [[0.530, -0.607, 0.311], [2.997, -1.484, -2.261], [-1.444, 0.661, 4.627], [0.363, 0.349, -3.368], [1.052, 0.386, 0.931], [0.374, 2.278, -0.442], [-0.503, 0.346, 0.792], [0.710, -2.895, 0.710], [4.847, -4.716, -0.746], [-2.248, -2.767, -4.938], [-0.992, 1.113, -1.841], [0.425, 0.655, 1.800], [1.963, -1.095, -2.070], [-0.481, -1.599, 1.221], [2.081, 3.280, -1.661], [-2.274, -0.267, -1.562], [1.869, -0.502, 1.659], [-1.359, 0.163, 1.333], [-1.172, -3.765, 2.661], [11.950, 10.774, -1.829], [3.686, 6.274, -2.960], [-4.874, 0.405, 3.234], [-0.300, 2.062, -1.699], [1.671, 1.262, 0.108], [1.667, 0.042, -1.805], [0.510, 1.719, 1.434], [-2.729, -4.090, -1.545], [-0.761, 1.945, 2.372], [-0.322, 1.864, 2.615], [2.544, -4.635, 1.071], [-3.443, -1.324, -3.181], [3.151, -1.926, -1.519], [-2.805, -0.038, -1.299], [2.007, -4.466, 3.454], [1.204, -2.171, 3.574], [-0.681, 1.018, -0.037], [-3.266, 0.463, 1.296], [1.281, 0.418, 0.232], [-0.769, 0.214, -0.121], [0.080, -0.709, -0.002], [-0.396, -3.515, 1.304], [1.060, 2.209, -1.844], [-0.227, -3.250, -1.324], [-1.542, 3.143, 1.376], [1.137, 2.698, 2.394], [-1.508, 1.389, -3.799], [-3.207, 1.324, 0.962], [-0.024, 1.330, 0.015], [1.502, 0.507, 0.444], [0.314, 0.429, 3.934], [-1.360, -0.365, -0.666], [-0.623, -1.219, 0.183], [0.844, 2.655, -1.291], [-8.898, -10.265, 2.406], [-1.377, 1.247, -1.478], [-0.529, -0.826, 0.053], [-4.596, -5.333, 1.434], [1.292, 0.171, 0.425], [-1.042, -0.739, 0.176], [2.884, -2.625, -1.130], [-0.330, -0.655, -0.662], [1.402, 0.744, 1.717], [0.740, -0.691, -0.036], [0.730, 0.063, 0.211], [0.110, 0.997, -0.562], [-1.408, -1.547, -0.396], [1.578, -0.920, -2.282], [-2.580, 2.285, 0.657], [0.335, 0.046, -0.568], [2.075, 1.394, 1.527], [0.132, 0.510, 1.077], [-0.824, 0.250, 0.881], [-1.299, 2.900, -0.425], [-1.528, -0.278, 0.407], [2.450, -0.804, 0.217], [1.008, -0.162, 0.373], [1.263, -0.085, -1.123], [-3.085, 4.764, -1.475], [-1.183, 2.724, 0.566], [0.354, 1.655, -2.443], [-0.272, -0.899, -2.101], [0.576, -1.187, -1.357], [-2.231, 0.860, 2.462], [2.995, -0.502, -1.768], [-0.998, -1.224, 0.277], [3.171, 4.242, -3.420], [-3.116, -2.561, -2.225], [-2.099, 0.992, 0.553], [1.906, 0.128, 0.021], [-0.228, 0.803, 0.877], [-0.767, -0.326, 0.546], [-0.293, -1.532, 2.045], [1.171, 0.413, 2.312]], "homo_energy_ev": [-3.18, -3.05], "total_charge": -1, "multiplicity": 2}



(2)
{"formula": "C14H11HgN2O3", "method": "ωB97M-V with the def2-TZVPD basis set", "species": ["Hg", "O", "C", "C", "C", "C", "C", "C", "C", "O", "N", "N", "C", "C", "C", "C", "C", "C", "C", "O", "H", "H", "H", "H", "H", "H", "H", "H", "H", "H", "H"], "xyz": [[1.427, -0.874, 0.858], [1.252, 3.447, 2.212], [0.210, 3.818, 1.439], [-0.256, 5.142, 1.496], [-1.332, 5.550, 0.706], [-1.952, 4.640, -0.149], [-1.500, 3.321, -0.217], [-0.415, 2.888, 0.573], [0.056, 1.514, 0.502], [1.583, 0.997, 1.645], [-0.527, 0.632, -0.311], [-0.016, -0.803, -0.368], [-0.481, -1.595, -1.047], [0.104, -2.984, -1.025], [-0.525, -3.903, -1.890], [-0.098, -5.228, -1.981], [0.971, -5.673, -1.211], [1.618, -4.796, -0.344], [1.217, -3.459, -0.225], [2.309, -2.634, 1.008], [1.697, 4.062, 2.812], [0.217, 5.859, 2.156], [-1.684, 6.572, 0.757], [-2.786, 4.958, -0.761], [-2.004, 2.639, -0.891], [-1.322, -1.388, -1.704], [-1.361, -3.595, -2.507], [-0.599, -5.912, -2.654], [1.299, -6.702, -1.285], [2.449, -5.160, 0.249], [0.451, -1.334, 2.155]], "forces_ev_per_angstrom": [[4.731, 1.158, 4.312], [0.676, -1.068, 0.211], [-0.172, 2.702, 0.775], [0.489, -1.268, -0.036], [-0.716, 0.417, -0.477], [0.468, -0.551, 0.208], [-0.990, 1.232, -0.434], [1.582, -2.763, 0.439], [1.998, -0.769, 1.453], [-3.073, 2.766, -2.905], [0.265, -1.750, -0.492], [0.419, 13.532, 3.937], [-4.363, -9.053, -6.857], [0.266, -0.176, 0.106], [0.779, -0.569, 0.468], [-0.053, 0.257, 0.044], [-0.099, 0.315, 0.007], [-0.352, 0.556, -0.135], [1.996, 0.984, 2.093], [-1.126, -5.663, -4.277], [-0.983, 0.448, -0.681], [0.175, -0.053, 0.143], [-0.031, 0.120, 0.018], [-0.095, 0.003, -0.079], [0.229, -0.166, 0.151], [-0.349, -0.190, -0.216], [-0.016, 0.250, 0.082], [-0.066, -0.034, -0.064], [0.039, -0.092, 0.010], [-0.026, 0.260, 0.086], [-1.602, -0.831, 2.109]], "homo_energy_ev": [1.89, 1.17], "total_charge": -2, "multiplicity": 2}



(3)
{"formula": "C5H8O", "method": "ωB97M-V with the def2-TZVPD basis set", "species": ["C", "C", "C", "O", "C", "C", "H", "H", "H", "H", "H", "H", "H", "H"], "xyz": [[-2.377, 0.108, 0.509], [-1.415, 0.597, -0.260], [0.003, 0.193, -0.204], [0.651, 0.833, -1.260], [0.574, -0.726, 0.567], [2.077, -0.914, 0.649], [-2.302, -0.720, 1.224], [-3.386, 0.503, 0.589], [-1.661, 1.546, -0.731], [1.543, 0.462, -1.287], [-0.031, -1.321, 1.239], [2.563, 0.046, 0.477], [2.406, -1.246, 1.632], [2.374, -1.555, -0.194]], "forces_ev_per_angstrom": [[-0.797, -0.761, 0.923], [-0.360, 0.408, 1.435], [-0.715, -0.025, -1.732], [0.505, -0.295, 1.016], [0.480, 0.224, 0.787], [-0.680, 0.347, -0.995], [0.589, 0.027, -0.506], [0.207, 0.400, -0.553], [0.387, -0.313, -0.580], [-0.022, 0.248, -0.218], [-0.128, 0.287, 0.036], [0.140, 0.122, 0.048], [-0.026, -0.392, -0.249], [0.421, -0.278, 0.589]], "homo_energy_ev": -8.37, "total_charge": 0, "smiles": "C=C/C(O)=C/C", "de_lowest_kcal_mol": 38.3}



(4)
{"formula": "C5H16NO2", "method": "ωB97M-V with the def2-TZVPD basis set", "species": ["C", "C", "C", "C", "C", "N", "H", "H", "H", "H", "H", "H", "H", "H", "H", "H", "H", "H", "H", "H", "O", "H", "H", "O"], "xyz": [[-0.789, 0.650, 0.153], [0.537, 1.397, 0.198], [1.413, 1.161, -0.993], [2.639, 0.662, -0.884], [0.940, 1.734, -2.296], [-0.533, -0.807, 0.213], [-1.432, 1.064, 0.917], [-1.297, 0.782, -0.798], [1.003, 1.036, 1.129], [0.453, 2.453, 0.466], [3.184, 0.516, 0.046], [3.305, 0.501, -1.726], [-0.094, 1.462, -2.498], [1.038, 2.820, -2.383], [1.521, 1.433, -3.171], [-0.216, -1.231, -0.648], [0.146, -1.004, 0.955], [-1.277, -1.444, 0.554], [-1.723, -0.666, 3.338], [-3.028, -0.978, 2.477], [-2.132, -0.632, 2.471], [-1.842, -3.828, 0.376], [-0.504, -3.793, 1.124], [-1.314, -3.288, 0.981]], "forces_ev_per_angstrom": [[-0.081, 1.232, -1.391], [0.464, -0.432, 1.116], [0.803, 0.724, -0.274], [0.865, -0.078, 0.144], [-0.159, -0.215, -0.871], [-0.273, -0.768, 1.749], [-0.199, -0.875, 0.406], [-0.106, 0.271, -0.080], [0.384, -0.178, -0.268], [-0.614, 0.101, -0.625], [-0.630, -0.334, 0.262], [-0.359, 0.204, -0.262], [-0.199, 0.187, -0.142], [-0.276, 0.060, 0.699], [0.079, -0.540, 0.288], [0.475, 0.300, -0.409], [0.356, 0.140, -0.389], [-0.347, 0.577, -0.125], [-0.540, -0.210, 0.246], [0.036, -0.086, 0.606], [0.400, 0.244, -0.631], [0.077, -0.009, 0.217], [-0.109, -0.109, 0.078], [-0.048, -0.206, -0.344]], "homo_energy_ev": -12.91, "total_charge": 1, "de_lowest_kcal_mol": 21.9}



(5)
{"formula": "C3H7F3N2O2", "method": "ωB97M-V with the def2-TZVPD basis set", "species": ["N", "C", "C", "O", "O", "C", "F", "F", "F", "H", "H", "H", "H", "N", "H", "H", "H"], "xyz": [[0.639, -2.108, 0.041], [0.509, -0.692, -0.203], [-0.758, -0.069, 0.428], [-0.791, 0.217, 1.624], [-1.846, -0.602, -0.185], [1.791, 0.001, 0.260], [2.827, -0.361, -0.509], [1.710, 1.340, 0.187], [2.121, -0.302, 1.521], [0.471, -2.341, 1.015], [-0.002, -2.636, -0.555], [0.455, -0.532, -1.289], [-2.471, -0.909, 0.485], [-1.116, 2.026, -0.618], [-0.318, 2.630, -0.434], [-1.941, 2.394, -0.149], [-1.281, 1.946, -1.618]], "forces_ev_per_angstrom": [[-0.507, -0.169, -0.136], [0.201, 1.205, -0.925], [0.026, -1.897, 3.250], [0.063, 0.214, -1.829], [-0.250, -0.087, -0.742], [0.061, -0.053, 0.175], [0.040, -0.082, -0.165], [-0.167, 0.141, -0.105], [-0.117, -0.114, 0.057], [0.011, 0.050, -0.127], [0.289, 0.268, 0.412], [0.125, -0.047, 0.225], [0.030, 0.471, 0.138], [0.260, 0.042, -0.196], [-0.283, -0.080, -0.128], [0.236, -0.116, -0.184], [-0.018, 0.255, 0.279]], "homo_energy_ev": -9.72, "total_charge": 0, "smiles": "N[C@@H](C(=O)O)C(F)(F)F.N"}



Results for E: -2344.55207, -1028.23452, -270.49685, -405.08518, -678.12452 (in a.u., following the order of the records).